# 1
{"formula": "C25H47N7OP", "method": "wB97M-V/def2-TZVPD", "symbols": ["C", "C", "O", "N", "C", "N", "P", "C", "C", "H", "H", "H", "H", "H", "H", "H", "H", "H", "H", "H", "H", "C", "C", "C", "C", "N", "H", "H", "H", "H", "H", "H", "H", "C", "C", "C", "C", "N", "H", "H", "H", "H", "H", "H", "H", "C", "C", "C", "C", "N", "H", "H", "H", "H", "H", "H", "H", "C", "C", "C", "C", "N", "H", "H", "H", "H", "H", "H", "H", "C", "C", "C", "C", "N", "H", "H", "H", "H", "H", "H", "H"], "positions_angstrom": [[-0.2175, 2.0648, -2.9570], [-0.7464, 2.0963, -1.5485], [-0.7474, 3.1509, -0.9223], [-1.2498, 0.9199, -0.9704], [-2.7293, 0.9554, -1.0980], [-0.7782, -0.2990, -1.6287], [0.6728, -0.9089, -1.0387], [2.1612, -0.3103, -2.0221], [0.9562, -0.2025, 0.6542], [-0.7661, 1.3745, -3.5870], [-0.2901, 3.0762, -3.3631], [0.8326, 1.7844, -2.9485], [-3.0620, 1.8282, -1.6697], [-2.9968, 0.0759, -1.6832], [-3.2252, 0.9187, -0.1333], [2.8000, 0.4414, -1.5377], [2.7718, -1.1930, -2.2159], [1.8402, 0.0674, -2.9936], [1.0467, -1.0322, 1.3487], [0.1390, 0.4539, 0.9597], [1.8786, 0.3779, 0.7428], [-1.3053, 2.4698, 3.5993], [-0.8832, 3.8706, 3.1723], [-0.0025, 3.8342, 1.9144], [1.2169, 3.0761, 2.1899], [2.1669, 2.4743, 2.4234], [-0.4331, 1.8573, 3.8395], [-1.9392, 2.5020, 4.4881], [-1.8640, 1.9743, 2.8060], [-0.3396, 4.3607, 3.9855], [-1.7687, 4.4752, 2.9678], [0.2840, 4.8375, 1.5971], [-0.5281, 3.3581, 1.0762], [-1.2246, -4.6057, -0.2562], [-0.5172, -5.9459, -0.4393], [0.9742, -5.8567, -0.0965], [1.6358, -4.8817, -0.9625], [2.1468, -4.0689, -1.5883], [-0.8142, -3.8350, -0.9128], [-2.2888, -4.6994, -0.4781], [-1.1223, -4.2524, 0.7728], [-0.6313, -6.2848, -1.4711], [-0.9803, -6.7031, 0.1990], [1.4680, -6.8223, -0.2147], [1.1011, -5.5390, 0.9404], [-0.5141, -1.9465, 3.8652], [-1.9198, -2.4061, 4.2347], [-2.8433, -2.4142, 3.0067], [-2.9184, -1.0674, 2.4408], [-2.9798, -0.0093, 2.0038], [-0.5337, -0.9296, 3.4688], [0.1462, -1.9535, 4.7309], [-0.0805, -2.5969, 3.1024], [-2.3379, -1.7444, 4.9964], [-1.8832, -3.4087, 4.6659], [-3.8512, -2.7464, 3.2574], [-2.4456, -3.0845, 2.2426], [-2.3086, 2.9433, -8.1285], [-0.9931, 3.5834, -7.7031], [0.1567, 2.5743, -7.6135], [-0.1301, 1.5291, -6.6290], [-0.3842, 0.7208, -5.8559], [-2.6370, 2.1989, -7.4024], [-3.0936, 3.6957, -8.2085], [-2.2115, 2.4525, -9.0995], [-1.1199, 4.0690, -6.7341], [-0.7155, 4.3615, -8.4176], [1.0812, 3.0736, -7.3210], [0.3250, 2.0988, -8.5818], [3.9530, 1.1420, 4.7366], [3.9694, 0.3479, 3.4387], [2.7932, -0.6270, 3.3252], [2.8106, -1.6186, 4.4056], [2.8313, -2.4020, 5.2456], [4.0456, 0.4872, 5.6066], [4.7844, 1.8481, 4.7646], [3.0268, 1.7100, 4.8296], [4.9091, -0.2083, 3.3650], [3.9289, 1.0265, 2.5957], [2.8268, -1.1638, 2.3806], [1.8467, -0.0867, 3.3644]], "forces_ev_per_a": [[0.1, 0.3, 0.0], [0.1, -0.1, 0.3], [-0.2, 0.2, -0.1], [-0.1, 0.2, -1.4], [0.2, -0.1, 0.1], [0.3, 0.3, 0.8], [-0.9, -1.0, -0.5], [0.3, 0.4, 0.2], [0.4, 0.3, -0.1], [0.1, -0.3, 0.2], [0.0, 0.1, 0.1], [0.0, -0.1, -0.1], [0.0, 0.1, 0.2], [0.0, -0.1, 0.1], [0.0, 0.1, 0.0], [-0.1, 0.1, 0.0], [0.0, 0.0, 0.1], [-0.1, -0.1, 0.0], [-0.2, -0.1, 0.1], [-0.1, -0.1, -0.1], [0.0, 0.0, -0.1], [-0.1, 0.1, 0.1], [0.0, -0.1, 0.1], [-0.2, -0.1, 0.3], [0.0, 0.1, -0.2], [-0.1, 0.3, 0.0], [0.0, 0.0, 0.0], [0.0, 0.0, 0.0], [0.1, 0.0, 0.0], [0.0, 0.0, 0.0], [0.0, 0.0, -0.1], [0.0, 0.0, 0.0], [0.1, 0.1, 0.0], [-0.1, -0.1, -0.1], [-0.2, 0.1, 0.1], [-0.2, 0.0, -0.2], [0.2, 0.0, 0.3], [0.2, -0.1, -0.3], [0.0, 0.1, 0.1], [0.0, 0.0, 0.0], [0.0, 0.0, 0.0], [0.0, 0.0, 0.0], [0.1, 0.0, 0.0], [0.0, 0.0, 0.0], [0.0, 0.0, 0.0], [-0.1, 0.0, 0.1], [0.1, 0.0, 0.0], [0.2, 0.1, 0.2], [-0.2, -0.2, -0.2], [-0.1, 0.1, 0.2], [0.0, 0.0, -0.1], [0.0, -0.1, 0.0], [0.0, 0.0, 0.0], [0.0, 0.0, 0.0], [-0.1, 0.0, 0.0], [0.0, 0.0, 0.0], [0.0, 0.0, 0.0], [0.0, 0.0, 0.0], [-0.1, 0.0, -0.1], [-0.1, 0.1, 0.1], [0.1, 0.0, -0.1], [0.0, -0.1, -0.2], [0.0, 0.0, 0.0], [0.0, 0.0, 0.0], [0.0, 0.0, 0.0], [0.0, 0.0, 0.0], [0.1, 0.0, 0.0], [0.0, 0.0, 0.0], [0.0, 0.0, 0.0], [0.0, 0.0, 0.0], [0.3, -0.2, 0.2], [0.3, 0.0, 0.3], [0.0, 0.0, -0.1], [0.0, 0.0, 0.1], [0.0, 0.0, 0.0], [0.0, 0.0, 0.0], [0.0, 0.0, 0.0], [-0.1, -0.1, 0.0], [-0.1, 0.0, -0.1], [0.0, 0.0, 0.0], [0.0, 0.0, -0.1]], "total_charge": -1, "homo_energy_ev": -2.312, "homo_lumo_gap_ev": 4.84}

# 2
{"formula": "C25H48BNP2Tm", "method": "wB97M-V/def2-TZVPD", "symbols": ["Tm", "C", "C", "C", "C", "C", "C", "H", "H", "H", "C", "H", "H", "H", "C", "H", "H", "H", "C", "H", "H", "H", "C", "H", "H", "H", "C", "C", "C", "C", "C", "C", "C", "C", "H", "H", "H", "H", "H", "H", "H", "H", "H", "H", "H", "H", "P", "C", "H", "H", "H", "C", "H", "H", "H", "C", "H", "H", "H", "P", "C", "H", "H", "H", "C", "H", "H", "H", "C", "H", "H", "H", "B", "C", "N", "H", "H", "H"], "positions_angstrom": [[0.0000, 0.0000, 0.0000], [1.3182, -0.9333, 1.6128], [2.0712, 0.1417, 0.9758], [0.1799, 1.1752, 1.9051], [0.1815, -0.2744, 2.2499], [1.3857, 1.4444, 1.1355], [1.8577, -2.3330, 1.9619], [2.4865, -2.7290, 1.1655], [1.0588, -3.0496, 2.1320], [2.4602, -2.2922, 2.8691], [-0.7362, -0.8986, 3.3170], [-0.5759, -1.9676, 3.4314], [-1.7908, -0.7309, 3.1106], [-0.5300, -0.4471, 4.2869], [-0.7461, 2.2285, 2.5374], [-0.2916, 2.6524, 3.4324], [-1.7039, 1.7969, 2.8267], [-0.9531, 3.0444, 1.8486], [2.0178, 2.8591, 1.2254], [2.5185, 2.9549, 2.1889], [1.2576, 3.6378, 1.2089], [2.7597, 3.1264, 0.4818], [3.6097, -0.0169, 0.9761], [3.9452, -0.0840, 2.0111], [4.1504, 0.8373, 0.5761], [3.9465, -0.9363, 0.5064], [1.7594, -0.7567, -3.2485], [2.7094, -1.2151, -2.4104], [4.1728, -1.3013, -2.7889], [4.8133, 0.0961, -2.7976], [3.8250, 1.2231, -2.4500], [2.9379, 1.6571, -3.3316], [2.7632, 1.0384, -4.7194], [2.0457, -0.3182, -4.6754], [4.2717, -1.7653, -3.7706], [5.2227, 0.2798, -3.7901], [4.6878, -1.9800, -2.1091], [2.6428, -1.0773, -5.1812], [0.7281, -0.6010, -3.0324], [2.5669, -1.5397, -1.4131], [1.1106, -0.2850, -5.2343], [2.2838, 1.7421, -5.3977], [2.4914, 2.6159, -3.2386], [3.7402, 0.9049, -5.1811], [5.7128, 0.1438, -2.1890], [4.0742, 1.8474, -1.6345], [-0.9774, -2.1348, -0.4173], [-1.8324, -2.9993, 1.0440], [-2.3686, -3.8851, 0.7051], [-2.5603, -2.3636, 1.5421], [-1.1031, -3.3351, 1.7748], [-2.4035, -2.3788, -1.6413], [-2.8248, -3.3807, -1.5621], [-2.0585, -2.2436, -2.6659], [-3.1976, -1.6581, -1.4479], [-0.0547, -3.7336, -0.8889], [0.3144, -3.6852, -1.9130], [-0.7157, -4.5982, -0.8315], [0.7861, -3.9098, -0.2194], [-0.8973, 1.6977, -1.3268], [-0.3420, 3.5223, -1.1208], [-0.6167, 4.1066, -1.9995], [0.7259, 3.6328, -0.9653], [-0.7909, 3.9955, -0.2478], [-1.5600, 1.5818, -3.1110], [-0.7973, 1.8240, -3.8354], [-2.3656, 2.2819, -3.3291], [-1.9416, 0.5808, -3.3088], [-2.6240, 2.4444, -0.8925], [-2.8471, 3.3555, -1.4496], [-2.6900, 2.7005, 0.1654], [-3.4267, 1.7450, -1.1296], [-3.6769, -0.2047, 3.1729], [-2.4666, -0.1373, 2.1285], [-1.5128, -0.0842, 1.3055], [-3.4255, 0.4171, 4.1614], [-3.9384, -1.3360, 3.4525], [-4.6389, 0.2817, 2.6669]], "forces_ev_per_a": [[2.4, -1.4, -3.5], [0.1, 1.5, 2.4], [1.8, 0.9, 1.6], [2.8, 0.5, 2.4], [1.7, 0.2, 2.7], [1.1, -0.4, 3.1], [-0.3, 0.8, -0.5], [0.0, 0.0, 0.0], [-0.1, 0.0, 0.0], [0.0, 0.1, 0.0], [3.2, -0.5, 1.6], [0.1, -0.1, 0.0], [1.4, -1.2, 2.3], [0.1, 0.0, 0.1], [0.6, -0.6, -0.4], [0.1, 0.0, 0.0], [0.2, 0.1, 0.1], [0.0, 0.1, -0.1], [-0.3, -0.8, -0.3], [0.0, -0.2, 0.1], [-0.1, -0.1, 0.0], [0.0, -0.3, -0.4], [-0.8, 0.3, -0.3], [-0.2, 0.0, 0.2], [-0.2, 0.0, -0.4], [0.0, 0.0, -0.3], [1.4, -0.8, -0.3], [-0.3, -0.2, -1.6], [-0.5, -0.4, -0.1], [-0.3, 0.7, 0.1], [1.5, -0.2, -1.4], [0.7, 0.0, -1.6], [0.3, 0.4, 0.5], [-0.2, -0.6, 0.3], [0.0, 0.1, -0.1], [-0.3, 0.1, -0.2], [0.0, 0.1, 0.1], [0.1, 0.0, 0.1], [-0.9, -0.2, 0.9], [-0.9, -0.1, 1.0], [-0.1, 0.1, 0.1], [-0.4, 0.0, 0.2], [-0.6, 0.7, 0.6], [0.2, -0.1, 0.2], [-0.2, 0.0, 0.5], [0.0, 0.4, 1.1], [-3.2, -8.2, -0.6], [0.0, 0.4, -0.2], [0.2, 0.0, -0.3], [0.1, 0.0, -0.1], [0.2, 0.1, 0.0], [0.5, 0.8, 0.1], [0.2, 0.0, 0.2], [0.1, 0.1, 0.0], [0.0, 0.0, 0.0], [0.1, 0.8, -0.3], [0.1, 0.1, 0.0], [-0.2, 0.2, 0.1], [0.0, 0.1, 0.0], [-5.1, 8.3, -4.3], [1.2, -0.4, -0.5], [-0.1, -0.2, 0.0], [0.2, -0.2, -0.3], [-0.3, -0.4, 0.0], [0.9, 0.0, -0.1], [0.5, -0.3, -0.2], [0.0, 0.0, 0.5], [0.1, -0.1, 0.1], [-0.5, -1.2, 1.1], [0.6, -0.1, -0.2], [0.0, -0.2, 0.0], [0.1, -0.2, 0.2], [-0.6, 0.7, -0.5], [2.4, 1.2, -6.1], [-11.5, -0.1, 1.2], [0.5, 0.1, 0.2], [0.3, -0.5, -0.2], [-0.3, 0.2, -0.5]], "total_charge": 1, "homo_energy_ev": [-10.556, -10.570], "homo_lumo_gap_ev": [6.70, 6.78], "de_lowest_ev": 7.184, "s_squared": 2.0035, "multiplicity": 3}

no.,DFT total energy (a.u.)
1,-1780.5999
2,-2828.2877